1.
C22H68O18 | ωB97M-V/def2-TZVPD

Calculated values
LUMO (eV): 0.04
Relative energy (zero: lowest compared OMol25 entry of this formula, charge and spin) (eV): 6.210
Energy (eV): -60761.9268
HOMO energy (eV): -10.0
Frontier orbital gap (Ha): 0.3702

Positions of all 108 atoms, in Å:
O -11.51 -22.92 -2.29
C -12.63 -22.52 -3.08
C -12.45 -21.00 -3.32
O -11.58 -20.70 -4.39
H -11.16 -23.74 -2.65
H -12.54 -23.03 -4.04
H -13.58 -22.79 -2.62
H -12.16 -20.57 -2.36
H -13.43 -20.61 -3.57
H -11.13 -19.87 -4.23
O -6.61 -22.08 3.62
C -5.90 -21.50 2.48
C -6.59 -21.83 1.15
O -7.81 -21.07 0.88
H -6.68 -21.39 4.27
H -5.66 -20.44 2.61
H -4.91 -21.96 2.41
H -6.81 -22.90 1.10
H -5.80 -21.73 0.40
H -8.27 -21.48 0.14
O -15.44 -15.53 -2.78
C -15.03 -15.57 -1.40
C -15.90 -14.86 -0.40
O -15.73 -13.46 -0.69
H -16.11 -16.22 -2.80
H -15.19 -16.58 -1.00
H -13.97 -15.33 -1.31
H -15.52 -14.94 0.62
H -16.95 -15.14 -0.44
H -16.19 -13.28 -1.51
O -6.51 -19.79 9.19
C -5.86 -19.78 10.46
C -5.74 -21.11 11.21
O -7.05 -21.48 11.59
H -6.66 -18.88 8.92
H -4.89 -19.29 10.57
H -6.29 -18.96 11.02
H -5.17 -20.93 12.12
H -5.21 -21.84 10.59
H -7.66 -21.18 10.91
O -18.14 -14.44 9.79
C -17.83 -13.38 8.87
C -16.33 -13.44 8.59
O -15.93 -14.57 7.79
H -17.89 -15.28 9.38
H -18.22 -13.68 7.90
H -18.14 -12.35 9.02
H -15.83 -13.59 9.55
H -15.92 -12.54 8.12
H -14.98 -14.58 7.95
O -2.26 -10.25 2.72
C -3.53 -10.07 2.41
C -4.25 -11.27 1.73
O -4.52 -12.29 2.75
H -2.21 -10.73 3.55
H -4.14 -9.89 3.29
H -3.73 -9.13 1.89
H -3.60 -11.78 1.02
H -5.19 -10.99 1.27
H -3.63 -12.55 3.02
C -11.14 -8.82 4.12
C -11.67 -9.81 3.11
O -12.74 -10.41 3.80
H -10.19 -8.38 3.82
H -10.81 -9.24 5.07
H -11.83 -8.00 4.28
H -11.04 -10.67 2.89
H -11.98 -9.33 2.18
H -13.53 -10.63 3.31
C -9.45 -16.47 2.83
C -9.64 -16.22 4.34
O -8.37 -15.98 4.94
H -8.51 -16.85 2.43
H -9.81 -15.63 2.24
H -10.00 -17.34 2.49
H -10.04 -17.14 4.77
H -10.45 -15.52 4.57
H -7.94 -15.26 4.48
C -3.40 -13.29 8.48
C -3.24 -11.74 8.27
O -2.11 -11.59 7.45
H -2.56 -13.57 9.12
H -3.33 -13.88 7.56
H -4.31 -13.57 9.01
H -3.13 -11.24 9.23
H -4.21 -11.33 7.98
H -1.34 -11.56 8.03
C -14.79 -20.64 3.45
C -14.85 -19.61 4.57
O -15.79 -18.53 4.28
H -14.26 -21.56 3.71
H -14.30 -20.17 2.60
H -15.80 -21.02 3.30
H -13.81 -19.29 4.63
H -15.12 -20.04 5.53
H -15.73 -17.79 4.88
C -6.39 -15.28 -3.49
O -5.03 -15.03 -3.42
H -6.93 -14.35 -3.68
H -6.66 -15.96 -4.30
H -6.63 -15.71 -2.52
H -4.70 -15.84 -3.02
C -9.63 -11.58 9.28
O -10.62 -12.30 8.54
H -9.85 -10.52 9.16
H -9.62 -11.90 10.32
H -8.63 -11.63 8.85
H -10.53 -11.91 7.67


2.
C22H69BF4N5O10 | ωB97M-V/def2-TZVPD

Calculated values
LUMO (eV): 2.15
Energy (eV): -63408.1957
Charge: -1
HOMO energy (eV): -7.1
Frontier orbital gap (Ha): 0.3407

Positions of all 111 atoms, in Å:
B -0.66 -0.53 0.77
F 0.41 -0.50 -0.10
F -1.78 0.04 0.17
F -0.92 -1.81 1.16
F -0.40 0.22 1.94
C -5.03 -5.00 -1.24
C -5.13 -3.99 -2.37
O -4.42 -4.55 -3.39
H -5.59 -4.59 -0.40
H -4.02 -5.23 -0.88
H -5.60 -5.90 -1.47
H -4.74 -3.01 -2.09
H -6.15 -3.87 -2.71
H -3.51 -4.53 -3.09
O -2.61 -4.81 4.13
H -2.77 -3.89 4.33
H -2.34 -4.81 3.21
O -2.65 2.09 -3.52
H -2.56 1.69 -2.65
H -1.95 2.74 -3.56
O -1.71 -0.99 5.51
H -1.89 -0.31 4.87
H -1.15 -1.62 5.04
O 3.06 1.99 -2.88
H 2.49 2.68 -3.23
H 2.49 1.47 -2.32
C 1.04 -7.24 -3.60
C 1.67 -6.01 -2.97
C 3.23 -5.98 -3.34
O 3.45 -5.80 -4.74
C 4.82 -5.58 -5.04
N 1.16 -4.81 -3.57
H 0.92 -7.39 -4.67
H 0.02 -7.24 -3.21
H 1.63 -8.10 -3.27
H 1.48 -5.95 -1.90
H 3.70 -6.94 -3.14
H 3.76 -5.25 -2.74
H 5.19 -4.60 -4.75
H 4.95 -5.48 -6.12
H 5.45 -6.42 -4.74
H 1.56 -4.08 -3.01
H 1.65 -4.76 -4.45
C 9.14 -1.26 1.12
C 9.17 -2.27 2.27
C 7.93 -3.15 2.31
O 6.77 -2.35 2.63
C 5.54 -3.07 2.78
N 10.46 -2.94 2.30
H 10.13 -0.82 1.07
H 8.40 -0.48 1.29
H 8.83 -1.74 0.19
H 8.99 -1.67 3.16
H 8.12 -3.96 3.02
H 7.82 -3.59 1.31
H 5.15 -3.25 1.78
H 4.80 -2.42 3.25
H 5.66 -3.97 3.39
H 11.20 -2.26 2.45
H 10.47 -3.36 3.22
C 2.70 3.52 6.08
C 3.65 2.36 6.25
C 3.32 1.35 7.45
O 3.36 2.15 8.60
C 3.47 1.37 9.78
N 3.86 1.72 4.97
H 1.70 3.18 5.79
H 3.05 4.21 5.31
H 2.54 4.09 6.99
H 4.57 2.86 6.56
H 4.06 0.55 7.48
H 2.34 0.91 7.30
H 2.80 0.52 9.63
H 3.28 2.04 10.61
H 4.44 0.87 9.78
H 4.33 0.85 5.17
H 2.99 1.41 4.57
C -7.05 3.39 -7.57
C -7.83 2.64 -6.52
C -8.03 3.63 -5.32
O -8.55 3.07 -4.17
C -7.67 2.20 -3.38
N -9.03 2.24 -7.26
H -7.50 4.29 -7.99
H -6.93 2.75 -8.45
H -6.03 3.56 -7.23
H -7.30 1.77 -6.15
H -8.72 4.37 -5.72
H -7.11 4.13 -5.01
H -6.69 2.61 -3.14
H -7.27 1.40 -4.01
H -8.20 1.79 -2.52
H -8.84 1.44 -7.85
H -9.61 1.75 -6.59
C -1.49 7.75 0.13
C -1.89 6.37 0.72
C -3.33 5.83 0.53
O -4.25 6.81 1.05
C -5.60 6.58 0.74
N -0.83 5.41 0.39
H -0.47 8.10 0.28
H -2.00 8.60 0.58
H -1.62 7.77 -0.96
H -1.93 6.56 1.80
H -3.61 4.91 1.03
H -3.54 5.68 -0.53
H -6.25 7.27 1.28
H -5.82 5.56 1.06
H -5.76 6.80 -0.32
H -0.95 4.45 0.67
H 0.10 5.74 0.60


3.
C22H73N9O12 | ωB97M-V/def2-TZVPD

Calculated values
LUMO (eV): -0.34
Relative energy (zero: lowest compared OMol25 entry of this formula, charge and spin) (eV): 0.000
Energy (eV): -61978.8165
HOMO energy (eV): -8.7
Frontier orbital gap (Ha): 0.3074

Positions of all 116 atoms, in Å:
C -0.51 1.90 0.71
O -0.50 0.54 0.29
C -1.66 0.02 -0.27
C -1.52 -1.45 -0.48
C -0.55 -1.82 -1.61
N -2.82 -2.07 -0.75
H -0.37 2.61 -0.11
H 0.33 2.05 1.38
H -1.43 2.15 1.24
H -2.55 0.25 0.31
H -1.87 0.51 -1.24
H -1.13 -1.94 0.43
H 0.42 -1.33 -1.52
H -1.03 -1.58 -2.57
H -0.46 -2.91 -1.68
H -3.43 -1.50 -1.32
H -3.35 -2.18 0.09
C 0.16 -5.02 0.38
O 1.23 -4.10 0.53
C 2.45 -4.60 0.01
C 3.50 -3.57 0.27
C 3.21 -2.29 -0.47
N 4.79 -4.15 -0.24
H -0.72 -4.56 0.82
H 0.40 -5.95 0.90
H -0.06 -5.16 -0.67
H 2.73 -5.49 0.59
H 2.34 -4.91 -1.04
H 3.53 -3.44 1.38
H 2.36 -1.74 -0.06
H 3.04 -2.55 -1.52
H 4.06 -1.61 -0.51
H 5.66 -3.66 -0.06
H 4.99 -5.10 -0.02
C 3.10 3.04 1.16
O 3.84 4.22 1.04
C 3.08 5.31 0.71
C 3.88 6.60 0.88
C 5.16 6.68 0.08
N 4.21 6.91 2.27
H 2.50 3.01 2.08
H 3.81 2.21 1.21
H 2.42 2.90 0.31
H 2.75 5.26 -0.34
H 2.19 5.38 1.34
H 3.17 7.38 0.56
H 5.88 5.96 0.46
H 5.59 7.68 0.20
H 4.95 6.44 -0.96
H 3.40 6.75 2.86
H 4.95 6.31 2.60
C 1.12 -1.45 -6.79
O 0.19 -0.76 -6.00
C 0.72 -0.02 -4.93
C 1.37 1.28 -5.40
C 1.83 2.10 -4.25
N 0.48 2.06 -6.25
H 1.19 -2.50 -6.44
H 2.17 -1.14 -6.69
H 0.89 -1.45 -7.87
H -0.17 0.27 -4.36
H 1.40 -0.57 -4.30
H 2.23 1.03 -6.03
H 2.58 1.60 -3.65
H 1.01 2.39 -3.59
H 2.30 3.00 -4.64
H 0.27 1.62 -7.12
H -0.35 2.41 -5.80
C -1.34 -0.49 6.48
O -1.15 -1.37 5.38
C -0.63 -0.69 4.27
C -0.06 -1.66 3.24
C 0.83 -2.79 3.76
N 0.78 -0.87 2.33
H -1.71 -1.02 7.38
H -2.10 0.29 6.37
H -0.41 0.00 6.82
H -1.30 0.12 3.88
H 0.21 0.00 4.56
H -0.90 -2.18 2.74
H 1.08 -3.35 2.87
H 0.29 -3.49 4.40
H 1.72 -2.44 4.29
H 0.31 -0.16 1.81
H 1.34 -1.43 1.71
N -2.51 -5.09 -1.31
C -2.67 -5.24 -2.67
N -2.68 -4.06 -3.44
O -2.80 -6.34 -3.18
H -2.71 -5.90 -0.75
H -2.76 -4.26 -0.79
H -2.66 -3.17 -2.98
H -2.60 -4.09 -4.44
N -2.18 4.88 0.54
C -1.04 5.33 1.26
N -1.07 5.07 2.67
O -0.09 5.90 0.73
H -2.14 4.90 -0.47
H -2.64 4.07 0.96
H -1.77 4.44 3.03
H -0.21 5.29 3.15
O -3.40 3.34 3.07
H -4.18 3.92 3.07
H -3.75 2.45 2.99
O -5.43 -1.21 1.22
H -5.48 -1.22 0.24
H -4.99 -2.03 1.47
O -5.29 -0.87 -1.71
H -5.65 0.00 -1.92
H -5.38 -1.37 -2.54
O -4.74 1.00 2.86
H -4.92 0.24 2.28
H -5.13 0.77 3.72
O -3.90 -3.88 1.45
H -3.20 -3.90 2.11
H -4.38 -4.72 1.56


4.
C22H78F4O32 | ωB97M-V/def2-TZVPD

Calculated values
LUMO (eV): -1.77
Energy (eV): -100468.9068
HOMO energy (eV): -9.7
Frontier orbital gap (Ha): 0.2898

Positions of all 136 atoms, in Å:
C -3.76 1.47 0.68
C -3.69 1.42 -0.86
O -4.61 1.93 -1.48
O -2.66 0.79 -1.55
C -3.09 -0.58 -1.84
C -2.84 -1.44 -0.58
C -1.51 -1.44 0.00
O -0.45 -0.76 -0.54
C 0.01 -1.41 -1.74
C 1.42 -0.91 -2.19
C 1.71 0.56 -1.76
C 1.48 -1.10 -3.75
C 0.78 0.03 -4.56
C 1.74 1.24 -4.89
C 0.29 -0.54 -5.94
C -1.27 -2.20 1.18
C 0.06 -2.27 1.93
F 1.14 -1.93 1.21
F -0.03 -1.36 2.99
C 0.31 -3.68 2.60
F -0.10 -3.67 3.91
F 1.64 -3.95 2.58
C -2.35 -2.94 1.74
C -3.63 -2.97 1.19
C -3.89 -2.21 -0.02
C -5.30 -2.31 -0.59
O -5.60 -2.15 -1.75
C -6.41 -2.71 0.39
C -6.19 -3.40 1.51
C -4.74 -3.76 1.83
O -4.52 -4.65 2.63
H -2.79 1.62 1.17
H -4.14 0.48 1.03
H -4.52 2.21 0.97
H -4.17 -0.49 -2.08
H -2.59 -0.98 -2.73
H -0.66 -1.24 -2.61
H 0.06 -2.52 -1.62
H 2.22 -1.57 -1.78
H 1.92 0.64 -0.69
H 2.56 0.94 -2.35
H 0.84 1.17 -2.05
H 2.51 -1.27 -4.11
H 0.91 -2.04 -3.95
H -0.12 0.40 -4.03
H 2.78 0.91 -4.74
H 1.46 2.07 -4.23
H 1.55 1.57 -5.93
H 1.18 -0.82 -6.53
H -0.20 0.27 -6.51
H -0.42 -1.38 -5.82
H -0.26 -4.47 2.07
H -2.20 -3.52 2.67
H -7.46 -2.45 0.15
H -7.01 -3.70 2.17
O 2.24 2.51 0.41
H 1.38 2.58 0.84
H 2.77 3.19 0.84
O -0.08 3.45 -2.57
H -0.20 4.34 -2.21
H -0.92 3.01 -2.41
O -2.09 -5.10 5.92
H -1.43 -4.54 5.48
H -1.58 -5.86 6.23
O -1.38 1.95 -6.31
H -1.74 1.86 -5.42
H -2.15 2.09 -6.86
O 3.85 3.47 -2.32
H 2.99 3.54 -1.88
H 4.39 4.15 -1.88
O 3.42 3.68 2.91
H 3.00 3.83 3.76
H 4.31 3.39 3.14
O 0.12 6.04 -1.12
H 0.04 6.99 -1.28
H 1.07 5.90 -1.00
O 6.14 2.24 2.70
H 6.09 1.59 1.99
H 7.05 2.57 2.65
O -6.57 3.47 0.20
H -6.73 4.22 -0.37
H -6.10 2.84 -0.35
O 7.90 0.75 0.96
H 7.62 0.65 0.04
H 8.71 0.24 1.02
O 8.56 3.19 4.00
H 7.87 3.07 4.67
H 9.25 2.58 4.27
O 0.82 5.49 2.30
H 0.12 5.38 2.94
H 1.51 4.89 2.59
O -3.72 -0.80 3.16
H -4.13 -0.72 4.03
H -2.81 -1.06 3.35
O -4.23 -3.24 5.66
H -4.50 -3.32 4.74
H -3.41 -3.75 5.70
O -0.08 -4.35 8.04
H 0.36 -3.51 7.88
H -0.95 -4.24 7.63
O 4.34 6.07 -1.90
H 3.84 6.45 -2.63
H 4.94 6.77 -1.64
O -1.89 4.16 -0.02
H -1.48 5.00 -0.21
H -2.76 4.21 -0.44
O 5.02 6.31 -4.56
H 5.70 6.83 -5.01
H 5.48 5.53 -4.23
O -3.08 -4.26 -2.33
H -3.35 -5.13 -2.66
H -3.91 -3.84 -2.06
O 2.73 -6.75 1.12
H 2.58 -5.88 1.52
H 1.90 -7.22 1.28
O -4.12 5.17 -1.61
H -4.34 4.27 -1.87
H -4.97 5.58 -1.39
O -0.58 1.44 1.50
H -0.10 1.15 2.28
H -0.45 0.72 0.87
O 2.53 -5.81 8.32
H 2.24 -6.67 8.01
H 1.71 -5.37 8.57
O 2.72 0.37 -7.85
H 2.63 1.15 -8.41
H 3.10 -0.29 -8.44
O 7.82 4.85 1.71
H 8.25 4.59 2.53
H 8.00 4.13 1.10
O -2.05 -6.59 -3.33
H -1.34 -6.18 -2.82
H -1.90 -7.54 -3.22
O -3.80 -7.29 4.49
H -4.33 -6.91 3.79
H -3.23 -6.57 4.77